(1)
ORCA calculation (the ωB97M-V functional and the def2-TZVPD basis) on a molecular structure, C6H12OS in a non-equilibrium geometry.

Last column: Mulliken charge in e.
Positions of all 20 atoms, in Å:
C: -2.263 1.449 -0.032  -1.441
C: -0.723 1.304 0.210  0.463
C: 0.097 2.528 -0.162  -0.904
C: -0.177 -0.045 0.441  0.383
C: 1.236 -0.438 0.909  -0.635
C: -1.135 -1.176 0.589  -0.665
H: -2.365 2.192 -0.773  0.400
H: -2.489 2.057 0.837  0.380
H: -2.971 0.572 -0.110  0.259
H: 1.302 2.108 -0.352  0.237
H: -0.543 3.057 -1.116  0.278
H: 0.150 3.434 0.837  0.227
H: 0.938 -1.174 1.784  0.306
H: 2.014 0.494 1.254  0.324
H: 3.829 -0.866 -0.221  0.139
H: -0.602 -1.915 1.367  0.270
H: -1.984 -0.675 1.232  0.322
H: -0.882 -2.141 -1.153  0.376
O: -1.631 -1.679 -0.527  -0.470
S: 2.152 -0.966 -0.693  -0.248

Forces on atoms 1 to 3 (eV/Å):
1.318 -0.384 1.708
1.034 -5.063 -0.889
1.235 1.449 0.879

## Properties
electronic energy	-709.005124	Ha
energy relative to the best compared isomer or geometry (same formula, charge and spin)	6.374	eV
orbital gap	0.3032	Ha
total charge	0

---

(2)
ORCA calculation (the ωB97M-V functional and the def2-TZVPD basis) on a single C6H12SSi molecule in a non-equilibrium geometry.

Last column: Mulliken charge in e.
Positions of all 20 atoms, in Å:
C: -0.783 -0.264 -1.066  -0.451
C: 1.118 1.122 -0.149  0.155
C: 1.343 -1.482 -0.742  -0.764
C: -0.147 -1.415 -0.399  0.319
C: 1.309 2.524 0.230  -1.144
C: -0.367 -1.612 1.105  -1.471
Si: -2.219 0.682 -0.398  0.594
S: 2.286 -0.018 -0.108  -0.058
H: 1.827 -2.354 -0.304  0.468
H: 1.501 -1.476 -1.820  0.411
H: -0.592 -2.270 -0.934  0.418
H: 1.179 2.583 1.314  0.293
H: 0.534 3.138 -0.228  0.292
H: 2.299 2.921 -0.013  0.369
H: -1.432 -1.650 1.322  0.372
H: 0.063 -0.773 1.651  0.321
H: 0.095 -2.538 1.454  0.424
H: -3.361 0.071 -1.099  -0.169
H: -2.055 2.067 -0.843  -0.204
H: -2.599 0.745 1.028  -0.173

Forces on atoms 1 to 3 (eV/Å):
1.235 0.946 0.384
-1.284 -1.566 -0.406
0.156 -0.046 0.008

## Properties
electronic energy	-923.271048	Ha
energy relative to the best compared isomer or geometry (same formula, charge and spin)	5.022	eV
orbital gap	0.2629	Ha
total charge	0

---

(3)
ORCA calculation (the ωB97M-V functional and the def2-TZVPD basis) on a molecular structure, C6H13AuN3OS.

Last column: Mulliken charge in e.
Positions of all 25 atoms, in Å:
Au: -6.305 -3.796 -0.458  0.350
N: 0.064 -0.973 1.083  -0.540
C: 0.902 -0.207 1.999  -0.594
C: 2.227 0.113 1.306  -0.537
N: 1.990 0.853 0.107  -0.032
C: 2.861 1.814 -0.484  -0.546
C: 2.018 2.841 -1.258  -0.581
N: 1.105 2.114 -2.126  -0.539
H: -0.890 -1.012 1.418  0.235
H: 0.386 -1.932 1.020  0.212
H: 1.138 -0.708 2.942  0.363
H: 0.392 0.725 2.245  0.378
H: 2.709 -0.832 1.006  0.304
H: 2.934 0.650 1.938  0.404
H: 1.131 0.657 -0.426  0.597
H: 3.493 1.269 -1.205  0.302
H: 3.520 2.244 0.270  0.405
H: 2.704 3.520 -1.769  0.359
H: 1.442 3.432 -0.547  0.378
H: 1.538 1.871 -3.009  0.207
H: 0.279 2.658 -2.336  0.225
S: -9.012 -2.812 1.497  -0.007
C: -7.846 -3.206 0.664  0.482
O: -3.976 -4.829 -2.260  -0.108
C: -4.805 -4.453 -1.617  0.283

Forces on atoms 1 to 3 (eV/Å):
-0.126 -0.052 -0.034
0.106 -0.015 0.053
-0.013 -0.019 0.006

## Properties
electronic energy	-1009.162317	Ha
energy relative to the best compared isomer or geometry (same formula, charge and spin)	0.000	eV
orbital gap (spin up / spin down)	0.2961 / 0.2636	Ha
total charge	+2
2S+1	2

---

(4)
ORCA calculation (the ωB97M-V functional and the def2-TZVPD basis) on a single C6H13BrFO3P molecule in a non-equilibrium geometry.

Last column: Mulliken charge in e.
Positions of all 25 atoms, in Å:
C: 0.307 2.337 -1.686  -1.171
C: 1.388 -2.394 0.351  -0.977
C: -2.884 0.570 0.447  -0.872
C: 0.768 1.026 -1.340  -0.120
C: 0.832 -2.047 1.744  -0.262
C: -1.895 0.715 1.536  0.489
O: 0.966 1.076 1.854  -0.734
O: -0.124 0.301 -0.438  -0.206
O: -0.310 -1.164 1.565  -0.288
F: -2.195 0.230 2.682  -0.238
P: -0.126 0.343 1.156  0.766
Br: -1.912 2.949 2.011  -0.259
H: 0.429 3.181 -0.930  0.275
H: 0.975 2.723 -2.401  0.439
H: -0.800 2.432 -2.059  0.225
H: 0.645 -2.859 -0.219  0.308
H: 1.648 -1.533 -0.256  0.202
H: 2.254 -3.054 0.429  0.396
H: -2.440 0.863 -0.590  0.222
H: -3.389 -0.391 0.383  0.332
H: -3.752 1.375 0.562  0.321
H: 1.695 1.112 -0.745  0.314
H: 0.893 0.247 -2.167  0.279
H: 1.663 -1.473 2.344  0.272
H: 0.386 -2.889 2.304  0.288

Forces on atoms 1 to 3 (eV/Å):
-3.060 3.490 -0.022
0.670 0.094 1.207
-2.208 2.828 -2.290

## Properties
electronic energy	-3477.387921	Ha
SMILES	CCOP(=O)(OCC)[C@@](C)(F)Br
energy relative to the best compared isomer or geometry (same formula, charge and spin)	0.000	eV
orbital gap (spin up / spin down)	0.3564 / 0.3563	Ha
total charge	0

---

(5)
ORCA calculation (the ωB97M-V functional and the def2-TZVPD basis) on a molecular structure, C6H13ClCsNO5S2 in a non-equilibrium geometry.

Last column: Mulliken charge in e.
Positions of all 29 atoms, in Å:
C: 4.918 1.350 0.352  -1.092
C: 4.015 0.304 -0.397  -0.159
O: 2.956 -0.120 0.445  -0.305
C: 2.356 -1.297 -0.036  -0.511
S: 0.628 -0.857 -0.704  1.266
O: 0.571 0.629 -0.656  -0.600
O: 0.597 -1.333 -2.120  -0.706
N: -0.631 -1.633 0.143  -0.652
S: -1.710 -0.528 0.837  1.109
O: -1.062 0.321 1.891  -0.684
O: -2.771 -1.321 1.539  -0.694
C: -2.517 0.595 -0.369  -0.246
Cl: -2.542 -0.150 -2.028  -0.127
C: -3.900 1.117 0.090  -0.676
C: -5.057 0.076 -0.095  -1.017
H: 4.319 1.884 1.111  0.292
H: 5.798 0.861 0.805  0.278
H: 5.263 2.080 -0.405  0.331
H: 3.648 0.825 -1.306  0.248
H: 4.688 -0.522 -0.712  0.310
H: 2.298 -2.046 0.834  -0.013
H: 2.913 -1.661 -0.916  0.465
H: -1.848 1.471 -0.459  0.482
H: -4.151 1.969 -0.576  0.353
H: -3.861 1.536 1.111  0.368
H: -4.720 -0.965 0.026  0.290
H: -5.530 0.170 -1.090  0.320
H: -5.840 0.346 0.642  0.307
Cs: 1.171 -3.102 2.046  1.064

Forces on atoms 1 to 3 (eV/Å):
-0.553 -0.441 -0.457
1.451 1.677 -0.188
0.124 -1.195 -0.160

## Properties
electronic energy	-1943.940879	Ha
orbital gap	0.2968	Ha
total charge	0

---

(6)
ORCA calculation (the ωB97M-V functional and the def2-TZVPD basis) on 2 unconnected molecules or ions with the total composition C6H13FNO2S in a non-equilibrium geometry.

Last column: Mulliken charge in e.
Positions of all 24 atoms, in Å:
C: -0.768 2.239 -0.007  -0.386
C: -1.264 -2.504 0.203  -1.353
C: -0.113 1.624 -0.892  -0.212
C: -0.524 -1.114 0.290  -0.329
C: 0.969 0.605 -0.714  -0.543
C: 0.529 -0.786 -0.771  -0.450
N: 0.950 2.723 3.598  -0.329
O: -1.531 4.406 -1.451  -0.613
O: -1.964 4.214 1.033  -0.650
F: 2.422 2.784 3.461  -0.232
S: -2.159 3.647 -0.337  0.426
H: -0.627 2.011 1.123  0.074
H: -1.604 -2.492 -0.816  0.334
H: -1.933 -2.578 1.019  0.383
H: -0.698 -3.430 0.452  0.301
H: 0.368 2.836 2.749  0.315
H: -0.326 1.843 -1.909  0.299
H: -0.264 -0.850 1.328  0.405
H: -1.411 -0.486 0.051  0.217
H: 1.630 0.729 -1.615  0.281
H: 1.568 0.880 0.261  0.251
H: 0.187 -0.781 -1.798  0.286
H: 1.404 -1.481 -0.790  0.260
H: 0.836 3.621 4.000  0.268

Forces on atoms 1 to 3 (eV/Å):
-3.059 2.004 4.171
2.784 0.193 0.427
1.934 -1.913 -2.192

## Properties
electronic energy	-939.583037	Ha
energy relative to the best compared isomer or geometry (same formula, charge and spin)	0.620	eV
orbital gap	0.2488	Ha
total charge	-1

---

- electronic energy of number 6 (C6H13FNO2S)?
  -939.583037 Ha

---

- Number 6 is which compound?
  C6H13FNO2S